Record 1
# C5H8N2O

One molecule with the formula C5H8N2O at a distorted geometry (wB97M-V/def2-TZVPD, OMol25).

```
16
Properties=species:S:1:pos:R:3:mulliken_charge:R:1
O 0.0062 1.9919 -1.0090 -0.354
N -0.2552 -1.4759 -1.2715 -0.347
N 0.3398 -0.3037 -1.8518 -0.327
C 0.3340 -0.7522 1.2181 -0.694
C 0.3152 0.9814 -1.8738 0.074
C -0.1785 1.5457 0.4535 -0.631
C -0.8254 0.1976 0.9297 0.145
C -0.7458 -1.1880 0.2250 -0.376
H 1.1884 -0.6985 0.5697 0.359
H -1.6769 -0.0704 1.6381 0.327
H 0.8817 -1.1862 2.3377 0.198
H 0.9337 1.4093 1.0517 0.210
H 1.1008 1.3129 -2.5034 0.353
H -1.4127 -1.9261 0.5035 0.386
H -0.5391 2.5224 0.6799 0.364
H 0.5339 -2.3602 -1.0976 0.313
```

Frontier orbital gap in eV: 9.480
Multiplicity: 1
Net charge: 0
Relative energy (zero: lowest compared OMol25 entry of this formula, charge and spin) in kcal per mole: 180.8
SMILES: C1=NN[C@H]2C[C@H]2CO1
E_LUMO in eV: 0.88
HOMO in eV: -8.60
F_max in eV/A: 4.62

Record 2
# C30H21F7IrN4O2S2Se2

C30H21F7IrN4O2S2Se2 as an isolated structure (wB97M-V/def2-TZVPD, OMol25).

```
69
Properties=species:S:1:pos:R:3:mulliken_charge:R:1
Ir 1.0224 -0.5943 -0.5963 1.667
Se 1.1703 -2.2403 -4.3744 0.064
Se 2.1967 -2.1498 -2.2510 -0.018
S -0.5136 0.6981 -3.2134 -0.108
S 3.0257 -1.3429 0.6498 -0.323
F 2.2435 -0.8276 5.6912 -0.302
F 4.4299 1.2553 1.1953 -0.373
F 3.6456 1.4949 5.7989 -0.312
F 0.4544 -3.2552 0.1906 -0.372
F 4.7491 2.5120 3.5327 -0.361
F 1.9462 -2.1237 3.3796 -0.393
F -1.3431 -2.0515 0.4429 -0.189
O -1.9760 4.2385 3.3957 -0.506
O -6.4435 0.6771 0.5339 -0.493
N -0.6457 -3.1522 -2.4735 0.054
N -1.8264 0.0184 -1.0551 0.418
N 2.4666 0.5036 -1.8811 -0.001
N 0.4098 0.9131 0.6591 -0.207
C 1.0948 2.6923 2.0995 -1.825
C -2.6057 -3.9154 -4.2788 -0.349
C 3.0670 -0.4548 -2.5907 0.250
C -0.4953 0.0399 -1.7364 -0.374
C 4.0754 2.0457 -2.6939 -1.017
C -1.4189 -3.3705 -4.7327 -0.847
C -0.8772 1.2347 0.8829 0.358
C -3.2056 0.3723 0.8181 -1.041
C 2.7888 -0.3294 4.5838 0.290
C 3.1847 -0.4948 2.1869 0.588
C 1.3673 1.6602 1.2301 -0.813
C 3.9125 0.6876 2.2938 0.027
C -4.0549 -0.7779 -1.0831 -1.060
C 4.0757 1.3619 3.4900 -0.035
C -0.4789 -3.0125 -3.7695 0.692
C 4.6956 1.0413 -3.4170 -0.305
C -1.9800 0.5096 0.1950 1.044
C -2.7966 -4.0880 -2.9106 -0.908
C 2.6401 -0.9842 3.3726 0.042
C -0.5744 4.1145 3.3307 -0.521
C 2.9602 1.7369 -1.9306 -0.216
C -1.2136 2.2789 1.7324 -0.662
C 3.5080 0.8517 4.6446 0.743
C -4.2598 -0.2800 0.1965 0.552
C -2.8322 -0.6084 -1.6824 0.055
C -5.6007 -0.4038 0.8810 -1.193
C 0.0581 -1.9917 0.5349 -0.029
C -0.2272 3.0061 2.3796 -0.096
C -1.7884 -3.6971 -2.0479 -0.403
C 4.1837 -0.2499 -3.3693 -0.812
H 1.9180 3.2390 2.5419 0.698
H -2.2444 2.5628 1.8768 0.870
H 2.3777 1.4017 0.9550 1.115
H -6.7233 0.5956 -0.3840 0.344
H -1.8774 -3.8145 -0.9738 0.465
H 4.4499 3.0589 -2.7131 0.455
H -3.3702 -4.2132 -4.9843 0.420
H -3.7030 -4.5325 -2.5240 0.496
H -1.2241 -3.2368 -5.7885 0.390
H -4.8283 -1.3176 -1.6132 0.499
H -0.1440 3.8727 4.3095 0.373
H -2.2072 4.9549 3.9943 0.320
H 0.2582 -1.8885 1.6005 0.441
H 2.4389 2.4917 -1.3557 0.546
H -2.5982 -0.9757 -2.6708 0.406
H -0.1012 5.0384 2.9799 0.369
H -6.0532 -1.3714 0.6458 0.413
H 5.5757 1.2554 -4.0081 0.436
H 4.6426 -1.0673 -3.9071 0.566
H -5.4691 -0.3466 1.9602 0.383
H -3.3320 0.7444 1.8244 0.614
```

Frontier orbital gap in eV: 6.567
Multiplicity: 1
Net charge: +1
Relative energy (zero: lowest compared OMol25 entry of this formula, charge and spin) in kcal per mole: 19.4
E_LUMO in eV: -3.95
HOMO in eV: -10.52
F_max in eV/A: 0.64

Record 3
# C41H32NO17

A 7-piece molecular cluster, C41H32NO17 overall at a distorted geometry (wB97M-V/def2-TZVPD, OMol25).

```
91
Properties=species:S:1:pos:R:3:mulliken_charge:R:1
O 1.5351 0.1350 -7.7298 -0.578
O 0.9775 -0.2454 -3.2295 -0.480
O -0.0435 0.9374 3.8377 -0.398
O -1.5735 -2.1448 3.9505 -0.458
O -2.5232 1.2679 -3.0873 -0.610
O -2.4579 1.0066 5.4329 -0.688
O -5.0157 -2.1092 0.1377 -0.623
O -7.4012 -1.3707 -3.4911 -0.479
O 3.8899 3.0732 3.3536 -0.421
O 4.0832 8.1123 4.9656 -0.565
O 7.0958 -3.1321 -0.7027 -0.597
O 4.8989 -1.1272 3.6765 -0.464
O -2.9040 -1.5632 -5.3957 -0.534
O -0.9847 -0.0782 6.7781 -0.670
O -11.7208 -2.9943 -0.8952 -0.556
O 5.8441 1.0080 -1.5634 -0.604
O -1.7690 -0.4646 2.4490 -0.654
N -0.6812 -0.1591 4.4743 0.479
C 5.0326 4.7140 4.5967 -0.352
C 3.1974 -0.9448 -2.8819 -0.209
C -1.7541 -1.1461 -7.4030 -0.489
C 5.4145 -1.5897 2.6853 0.384
C 4.7234 0.7292 -1.9397 0.437
C -9.6052 -2.1841 -3.6228 -0.416
C 2.8862 5.2009 3.3263 -0.263
C 1.3061 1.0061 4.2774 -0.181
C 3.6154 1.7147 -1.8893 -0.532
C 2.1972 -0.1342 3.8059 -0.006
C -1.8840 -1.1718 -5.9215 0.302
C -0.7250 -0.7030 -5.1221 0.231
C 0.3889 -0.2760 -5.7105 -0.501
C 2.0886 0.0427 -2.8384 0.115
C -10.6889 -2.5921 -2.9699 -0.381
C 5.5414 -3.0586 2.4879 -0.406
C -1.3849 -0.8565 3.5284 0.230
C 2.9351 6.4670 3.7305 -0.380
C 2.1715 -1.3601 4.7544 -1.152
C -8.4258 -1.7725 -1.4075 -0.098
C -4.7327 -1.2988 -2.0456 -0.286
C 4.0359 6.9577 4.5975 0.359
C -0.6404 -0.7188 -7.9895 -0.489
C -3.0929 0.4974 -2.3362 0.467
C 0.5203 -0.2504 -7.1868 0.180
C 4.4196 -0.6267 -2.4658 -0.335
C 5.0803 5.9804 4.9992 -0.387
C 5.9237 -0.7068 1.6059 -0.125
C -3.4124 -0.3859 -0.0680 -0.442
C -10.7283 -2.6222 -1.4839 0.361
C 6.4735 -1.2080 0.5032 -0.591
C 2.3925 1.3961 -2.3052 -0.381
C -4.4325 -1.3290 -0.5921 0.205
C -4.1118 -0.4475 -2.8562 -0.184
C -8.3888 -1.7406 -2.8932 0.459
C 6.6044 -2.6730 0.3092 0.248
C -1.4847 0.3134 5.7335 0.438
C -9.5116 -2.1822 -0.7568 -0.471
C -2.7917 0.4605 -0.8874 -0.734
C 6.0971 -3.5597 1.3878 -0.494
C 3.9336 4.2247 3.7242 0.374
H -2.4506 -2.4164 3.6452 0.320
H 1.2422 0.0685 -5.1416 0.480
H 2.1843 7.1966 3.4553 0.403
H 2.0920 4.8161 2.6989 0.432
H -11.5881 -2.9196 -3.4762 0.386
H -2.6138 -1.4932 -7.9622 0.427
H 1.3567 1.1338 5.3659 0.358
H -4.3136 -0.4031 -3.9157 0.507
H 1.4297 -1.1239 5.5194 0.474
H 5.2464 -1.3270 -2.4886 0.511
H 5.8701 6.3627 5.6332 0.389
H 1.7566 -2.2161 4.2149 0.161
H -5.4699 -2.0030 -2.3994 0.572
H 6.8428 -0.5800 -0.2953 0.621
H 6.1990 -4.6242 1.2182 0.412
H 1.6575 1.9402 3.8277 -0.158
H 5.8086 0.3581 1.7690 0.530
H -9.5619 -2.2171 0.3239 0.435
H -3.1937 -0.4173 0.9928 0.660
H -7.5270 -1.4544 -0.8931 0.348
H -0.8380 -0.7251 -4.0461 0.589
H 5.7790 3.9816 4.8768 0.410
H 3.8630 2.6927 -1.4972 0.445
H 1.5652 2.0937 -2.2795 0.514
H 5.1549 -3.6802 3.2857 0.454
H 3.2057 0.2749 3.7234 0.248
H -2.0420 1.1550 -0.5297 0.537
H 1.8963 -0.4075 2.7892 0.234
H 2.9488 -1.9240 -3.2708 0.507
H 3.1361 -1.6170 5.1833 0.369
H -9.5502 -2.1520 -4.7036 0.415
H -0.5196 -0.6897 -9.0651 0.403
```

Frontier orbital gap in eV: 4.629
Multiplicity: 1
Net charge: -1
E_LUMO in eV: -0.37
HOMO in eV: -5.00
F_max in eV/A: 1.36

Record 4
# C25H33O7Pb

C25H33O7Pb as an isolated structure at a distorted geometry (wB97M-V/def2-TZVPD, OMol25).

```
66
Properties=species:S:1:pos:R:3:mulliken_charge:R:1
Pb -3.1158 1.0881 1.1174 1.195
O 5.3846 -0.4336 -2.2741 -0.604
O -2.1759 0.4794 3.7760 -0.006
O 1.7908 -3.1122 -2.6932 -0.667
O -4.0508 1.7638 4.0609 -0.553
O 4.0542 -3.1498 -2.8626 -0.259
O 1.1749 1.1794 1.2727 -0.473
O 3.8486 0.2601 -3.8465 -0.343
C -3.2478 1.2167 3.4044 0.029
C -3.9307 2.9500 -0.6829 -0.726
C -5.6491 -0.0643 1.2116 -0.430
C 1.7855 -0.2937 -2.0273 -1.673
C -2.6338 3.2054 -0.0862 -0.458
C -4.5910 -0.8655 1.7809 -0.611
C 2.1256 0.0748 1.4244 1.726
C 2.0633 0.7607 -0.9428 0.628
C 0.8495 1.2503 -0.1293 -0.943
C -2.0765 0.3115 5.1655 -0.829
C 3.0016 0.3366 2.6471 -1.740
C -4.1872 -0.6173 -0.5259 -0.710
C 3.9505 -4.4135 -3.5403 -0.770
C -3.6830 -1.2491 0.6918 -0.803
C 3.0034 0.0546 0.1154 -0.178
C -4.9346 3.1212 0.3292 -0.227
C 2.9032 -2.5575 -2.5486 -0.308
C 3.0817 -1.1601 -1.9969 2.742
C -4.2869 3.4405 1.5684 -0.721
C 3.8535 -0.3632 -5.1888 -0.585
C 3.4283 -1.2998 -0.4899 -1.747
C 4.2438 -0.3972 -2.7206 0.114
C 1.2919 -1.2087 1.6182 -1.816
C -5.3849 0.1082 -0.1865 -0.317
C -2.8531 3.5094 1.3354 -0.733
H 4.5062 -1.5060 -0.3770 0.353
H 2.8150 -0.3012 -5.5348 0.269
H 4.5103 0.2405 -5.8309 0.259
H 3.3198 -5.1234 -2.9908 0.304
H 4.9794 -4.7648 -3.6113 0.257
H -6.0410 3.0366 0.1863 0.391
H -1.9705 1.2979 5.6527 0.306
H -4.7911 3.6582 2.5406 0.344
H 2.6119 1.6128 -1.3930 0.476
H 1.5962 0.1445 -3.0260 0.504
H -0.0263 0.5869 -0.2893 0.189
H 2.3774 0.2883 3.5452 0.400
H 4.1923 -1.4126 -5.1606 0.244
H -6.0217 0.6808 -0.9058 0.447
H 3.9050 0.6836 0.2620 0.429
H -1.1680 -0.2841 5.2788 0.180
H -2.0526 3.7016 2.1011 0.550
H -4.5119 -1.2172 2.8437 0.420
H 3.5334 -4.2313 -4.5359 0.333
H -2.7245 -1.8275 0.8095 0.593
H 1.9308 -2.0556 1.9041 0.394
H -2.9604 -0.2332 5.5498 0.297
H -1.6322 3.0921 -0.5781 0.428
H -3.6774 -0.6376 -1.5226 0.389
H 0.5814 2.2910 -0.3810 0.144
H -6.5204 0.3428 1.7860 0.287
H 3.7927 -0.4263 2.7255 0.319
H -4.1024 2.6610 -1.7492 0.303
H 0.5792 -1.0201 2.4341 0.365
H 3.4607 1.3316 2.5772 0.412
H 0.7099 -1.4595 0.7167 0.301
H 0.9506 -0.9539 -1.7267 0.429
H 2.8149 -2.1208 -0.0772 0.482
```

Frontier orbital gap in eV: 4.302
Multiplicity: 1
Net charge: -1
Relative energy (zero: lowest compared OMol25 entry of this formula, charge and spin) in kcal per mole: 31.3
E_LUMO in eV: 1.94
HOMO in eV: -2.36
F_max in eV/A: 4.09

Record 5
# C8H23IN2O3Pd

C8H23IN2O3Pd as an isolated structure at a distorted geometry (wB97M-V/def2-TZVPD, OMol25).

```
38
Properties=species:S:1:pos:R:3:lowdin_spin:R:1
I -1.7399 -3.0469 -1.8536 0.190
Pd -0.0143 -1.0228 -0.6354 1.430
O 0.0854 0.7503 -2.3597 0.044
O 1.9448 -1.4558 -1.3813 0.099
O 1.1755 0.1068 0.7805 0.047
N 0.0728 -2.3842 1.1422 0.086
N -1.7274 0.2294 -0.2357 0.046
C 2.2528 1.0734 0.5519 0.006
C 0.6894 0.6890 -3.6500 0.003
C -0.4319 -2.0689 3.5731 0.004
C 0.9911 -0.3834 2.1446 0.004
C -1.7348 1.4578 -0.9674 0.010
C -0.1446 -1.4183 2.1726 0.002
C -0.9765 2.4029 -0.0858 0.001
C -1.1875 1.3333 -2.4542 0.003
H -1.1407 -1.0599 1.9129 0.000
H -1.9700 0.4254 0.7249 0.002
H 0.4526 -2.5080 4.0348 0.000
H -2.7911 1.7170 -0.8961 0.003
H 0.2720 -0.0204 -4.3646 0.000
H 2.0674 1.7334 -0.2955 0.000
H 1.0079 -2.7450 1.2674 0.002
H -0.3816 -3.2172 1.4882 0.004
H 2.3234 1.6712 1.4605 0.002
H -1.2823 2.3471 -2.8432 0.001
H -1.2095 -2.8312 3.5240 0.000
H 3.1850 0.5632 0.3091 0.000
H 1.7170 0.3895 -3.4440 0.000
H -0.6793 -1.2853 4.2893 0.001
H 0.7399 1.6345 -4.1900 0.002
H -1.8387 0.6895 -3.0454 0.000
H 1.8992 -0.8305 2.5492 0.000
H 0.7539 0.4195 2.8425 0.001
H -1.3776 2.4275 0.9274 0.000
H -0.9988 3.4118 -0.4978 0.000
H 0.0526 2.0455 -0.0502 0.000
H 2.5178 -0.9607 -1.9987 0.011
H -2.5739 -0.2796 -0.4468 -0.001
```

Frontier orbital gap (spin up / spin down) in eV: 7.364 / 7.252
Multiplicity: 3
Net charge: 0
Relative energy (zero: lowest compared OMol25 entry of this formula, charge and spin) in kcal per mole: 36.4
E_LUMO (spin up / spin down) in eV: 0.30 / -0.08
HOMO (spin up / spin down) in eV: -7.06 / -7.33
F_max in eV/A: 3.02

Record 6
# C4H8O2

One molecule with the formula C4H8O2 at a distorted geometry (wB97M-V/def2-TZVPD, OMol25).

```
14
Properties=species:S:1:pos:R:3:mulliken_charge:R:1
O -0.6431 -1.7337 0.2015 -0.501
O 0.6410 -0.1302 1.4614 -0.593
C -0.4393 -0.5434 -0.5766 0.132
C 0.4069 0.4572 0.2038 0.154
C 0.3121 -1.7345 -0.8808 -0.404
C -0.2377 1.7847 0.3753 -1.557
H 1.3379 -1.4741 -0.4575 0.243
H -1.3462 -0.3202 -1.1180 0.446
H -0.0945 -2.3906 -1.6577 0.303
H 1.3652 0.6557 -0.3190 0.333
H -1.1954 1.6116 0.8638 0.317
H -0.4003 2.2191 -0.6127 0.370
H 0.3937 2.4455 0.9747 0.344
H -0.1003 -0.8471 1.5416 0.413
```

Frontier orbital gap in eV: 11.055
Multiplicity: 1
Net charge: 0
Relative energy (zero: lowest compared OMol25 entry of this formula, charge and spin) in kcal per mole: 66.1
SMILES: C[C@@H](O)[C@H]1CO1
E_LUMO in eV: 1.07
HOMO in eV: -9.98
F_max in eV/A: 2.53